# 1
{
  "formula": "C26H76N4O12",
  "method": "ωB97M-V/def2-TZVPD",
  "smiles": "NC(N)=O.NC(N)=O.CC(C)O.CC(C)O.CC(C)O.CC(C)O.CC(C)O.CC(C)O.CC(C)O.CO.CO.CO",
  "e_above_lowest_ev": 13.460,
  "e_homo_ha": -0.32586,
  "species": ["N", "C", "N", "O", "H", "H", "H", "H", "N", "C", "N", "O", "H", "H", "H", "H", "C", "C", "C", "O", "H", "H", "H", "H", "H", "H", "H", "H", "C", "C", "C", "O", "H", "H", "H", "H", "H", "H", "H", "H", "C", "C", "C", "O", "H", "H", "H", "H", "H", "H", "H", "H", "C", "C", "C", "O", "H", "H", "H", "H", "H", "H", "H", "H", "C", "C", "C", "O", "H", "H", "H", "H", "H", "H", "H", "H", "C", "C", "C", "O", "H", "H", "H", "H", "H", "H", "H", "H", "C", "C", "C", "O", "H", "H", "H", "H", "H", "H", "H", "H", "C", "O", "H", "H", "H", "H", "C", "O", "H", "H", "H", "H", "C", "O", "H", "H", "H", "H"],
  "positions_angstrom": [[-19.278, -7.585, 12.284], [-20.635, -7.538, 12.246], [-21.013, -6.697, 11.313], [-21.492, -8.092, 13.267], [-18.923, -8.086, 13.139], [-18.527, -7.552, 11.496], [-22.003, -6.715, 11.079], [-20.412, -6.226, 10.573], [-22.551, -2.495, 8.584], [-22.765, -3.426, 9.457], [-21.904, -3.382, 10.402], [-23.746, -4.407, 9.380], [-23.042, -2.562, 7.679], [-21.943, -1.703, 8.807], [-21.994, -3.930, 11.274], [-21.164, -2.749, 10.350], [-19.657, -10.453, 10.954], [-20.290, -10.869, 9.709], [-21.427, -9.785, 9.431], [-19.526, -10.728, 8.704], [-20.466, -10.189, 11.581], [-19.105, -9.534, 10.790], [-18.908, -11.155, 11.281], [-20.620, -11.928, 9.813], [-20.985, -8.712, 9.559], [-22.203, -9.895, 10.126], [-21.767, -9.958, 8.472], [-20.025, -10.542, 7.937], [-25.041, -13.179, 5.658], [-24.306, -11.905, 5.543], [-24.036, -11.229, 6.907], [-23.228, -11.908, 4.943], [-26.106, -13.038, 5.944], [-24.637, -13.718, 6.474], [-24.943, -13.674, 4.673], [-24.873, -11.130, 4.957], [-24.945, -11.107, 7.410], [-23.600, -10.174, 6.900], [-23.326, -11.796, 7.478], [-23.347, -11.765, 4.010], [-22.458, -4.045, 15.062], [-22.364, -4.692, 13.676], [-23.620, -4.417, 12.868], [-21.407, -4.415, 12.993], [-22.839, -4.709, 15.879], [-23.117, -3.193, 15.214], [-21.431, -3.823, 15.389], [-22.212, -5.712, 13.974], [-23.651, -3.420, 12.453], [-24.519, -4.599, 13.472], [-23.752, -5.149, 12.006], [-21.081, -5.212, 12.515], [-24.945, -8.709, 9.371], [-24.382, -7.725, 10.317], [-23.975, -8.225, 11.811], [-23.296, -7.241, 9.992], [-26.042, -8.613, 9.404], [-24.662, -9.737, 9.630], [-24.749, -8.317, 8.324], [-25.054, -6.898, 10.457], [-23.148, -8.940, 11.793], [-24.837, -8.536, 12.384], [-23.462, -7.447, 12.387], [-23.256, -7.199, 9.080], [-20.802, -7.518, 6.919], [-21.388, -6.278, 7.526], [-20.485, -5.071, 7.209], [-22.634, -6.016, 7.397], [-19.784, -7.808, 7.224], [-20.720, -7.324, 5.832], [-21.514, -8.323, 7.073], [-21.237, -6.414, 8.551], [-20.683, -4.617, 6.267], [-19.488, -5.460, 7.051], [-20.627, -4.249, 7.903], [-22.890, -5.397, 8.070], [-23.085, -13.099, 9.891], [-22.301, -14.012, 10.841], [-21.870, -15.357, 10.170], [-21.279, -13.508, 11.342], [-22.462, -13.018, 8.994], [-23.208, -12.066, 10.252], [-24.061, -13.406, 9.572], [-22.940, -14.189, 11.622], [-22.703, -15.898, 9.981], [-21.195, -15.861, 10.850], [-21.348, -15.130, 9.241], [-21.541, -12.644, 11.809], [-26.808, -8.428, 6.104], [-27.140, -8.064, 4.710], [-27.851, -6.700, 4.772], [-26.209, -7.886, 3.968], [-27.700, -8.468, 6.731], [-26.086, -7.712, 6.513], [-26.251, -9.402, 6.117], [-27.798, -8.866, 4.246], [-28.734, -6.712, 5.405], [-28.129, -6.336, 3.759], [-27.198, -5.994, 5.159], [-26.120, -6.953, 3.951], [-26.763, -5.463, 8.134], [-25.426, -5.572, 7.774], [-27.185, -6.439, 7.956], [-27.300, -4.695, 7.573], [-26.938, -5.384, 9.210], [-24.888, -5.085, 8.393], [-21.208, -11.315, 13.842], [-22.233, -11.180, 12.876], [-21.301, -11.979, 14.613], [-20.824, -10.418, 14.309], [-20.302, -11.675, 13.297], [-22.555, -10.272, 12.942], [-22.756, -8.316, 16.300], [-23.417, -7.256, 15.651], [-23.049, -9.254, 15.817], [-22.895, -8.353, 17.342], [-21.682, -8.111, 16.160], [-23.272, -7.444, 14.755]]
}

***

# 2
{
  "formula": "C26H78CuIO26",
  "method": "ωB97M-V/def2-TZVPD",
  "e_above_lowest_ev": 0.000,
  "spin_multiplicity": 2,
  "total_charge": 1,
  "e_homo_ha": [-0.40951, -0.40587],
  "species": ["Cu", "I", "C", "C", "O", "O", "H", "H", "H", "H", "H", "H", "C", "C", "O", "O", "H", "H", "H", "H", "H", "H", "C", "C", "O", "O", "H", "H", "H", "H", "H", "H", "C", "C", "O", "O", "H", "H", "H", "H", "H", "H", "C", "C", "O", "O", "H", "H", "H", "H", "H", "H", "C", "C", "O", "O", "H", "H", "H", "H", "H", "H", "C", "C", "O", "O", "H", "H", "H", "H", "H", "H", "C", "C", "O", "O", "H", "H", "H", "H", "H", "H", "C", "C", "O", "O", "H", "H", "H", "H", "H", "H", "C", "C", "O", "O", "H", "H", "H", "H", "H", "H", "C", "C", "O", "O", "H", "H", "H", "H", "H", "H", "C", "C", "O", "O", "H", "H", "H", "H", "H", "H", "C", "C", "O", "O", "H", "H", "H", "H", "H", "H"],
  "positions_angstrom": [[-0.097, -0.184, 0.202], [-0.910, -2.772, 1.088], [3.472, -5.425, -2.222], [3.460, -4.015, -1.525], [3.983, -3.055, -2.455], [4.780, -5.944, -2.308], [3.117, -5.392, -3.252], [2.875, -6.106, -1.615], [4.077, -4.185, -0.642], [2.477, -3.717, -1.160], [4.739, -3.456, -2.890], [5.246, -5.357, -2.908], [-6.451, -3.224, 0.379], [-4.981, -3.203, 0.734], [-4.496, -4.532, 0.709], [-6.676, -3.609, -0.979], [-6.682, -2.159, 0.351], [-7.040, -3.721, 1.150], [-4.850, -2.802, 1.739], [-4.451, -2.574, 0.019], [-3.629, -4.501, 0.298], [-5.841, -3.878, -1.369], [2.251, -4.259, 2.903], [3.212, -4.957, 3.972], [4.489, -5.404, 3.569], [1.655, -5.167, 1.967], [2.749, -3.448, 2.371], [1.379, -3.773, 3.341], [2.650, -5.816, 4.337], [3.449, -4.250, 4.766], [4.512, -6.363, 3.591], [0.865, -4.767, 1.595], [-0.177, 1.960, 2.599], [-0.123, 2.763, 1.263], [0.362, 1.970, 0.201], [-0.502, 0.602, 2.391], [-0.971, 2.451, 3.161], [0.752, 1.919, 3.168], [0.418, 3.669, 1.533], [-1.195, 2.883, 1.107], [0.286, 2.521, -0.582], [-0.977, 0.342, 3.184], [-5.598, 0.484, 1.712], [-6.691, 1.143, 2.569], [-7.134, 2.358, 2.014], [-4.421, 1.221, 1.657], [-5.930, 0.290, 0.692], [-5.401, -0.507, 2.122], [-6.387, 1.246, 3.610], [-7.538, 0.457, 2.543], [-8.014, 2.556, 2.343], [-4.349, 1.790, 2.426], [2.932, -0.485, -0.628], [2.818, -1.062, 0.731], [1.787, -0.405, 1.465], [1.679, -0.536, -1.310], [3.753, -0.865, -1.237], [3.125, 0.588, -0.655], [3.800, -0.811, 1.133], [2.697, -2.138, 0.600], [2.028, -0.475, 2.391], [1.808, -0.142, -2.176], [0.951, -1.831, 5.828], [1.521, -0.602, 5.066], [2.569, -0.755, 4.174], [2.112, -2.575, 6.339], [0.298, -2.372, 5.143], [0.416, -1.622, 6.754], [2.095, -0.013, 5.782], [0.673, -0.014, 4.717], [3.357, -1.219, 4.466], [1.869, -3.343, 6.862], [0.061, -3.844, -4.703], [0.885, -2.775, -3.976], [0.400, -1.515, -4.294], [-0.971, -4.167, -3.882], [0.605, -4.741, -4.998], [-0.356, -3.533, -5.661], [1.856, -2.793, -4.471], [0.927, -2.958, -2.903], [0.348, -1.367, -5.241], [-1.620, -3.465, -3.963], [4.415, 0.373, -4.062], [3.381, 1.566, -4.082], [2.166, 1.282, -3.352], [5.593, 0.771, -4.655], [3.917, -0.448, -4.576], [4.652, 0.041, -3.051], [3.183, 1.890, -5.104], [3.787, 2.442, -3.577], [1.463, 1.796, -3.754], [5.593, 0.616, -5.602], [-0.506, 6.185, -1.891], [0.429, 4.968, -1.718], [-0.254, 3.723, -1.875], [-1.251, 6.507, -0.800], [-1.297, 6.128, -2.639], [0.131, 7.062, -2.016], [0.857, 4.934, -0.717], [1.136, 5.031, -2.545], [-0.592, 3.688, -2.773], [-1.987, 5.890, -0.791], [-3.316, 4.099, 0.268], [-4.711, 4.498, 0.805], [-5.681, 3.943, -0.107], [-3.196, 4.625, -0.997], [-3.233, 3.018, 0.380], [-2.644, 4.586, 0.975], [-4.637, 5.584, 0.859], [-4.988, 4.154, 1.801], [-5.950, 3.031, 0.023], [-4.056, 4.492, -1.403], [3.799, 3.641, 0.801], [4.304, 4.295, -0.411], [3.781, 5.611, -0.529], [4.250, 4.257, 2.002], [4.220, 2.644, 0.937], [2.711, 3.580, 0.829], [3.874, 3.819, -1.293], [5.390, 4.221, -0.354], [4.160, 6.116, 0.194], [4.154, 3.607, 2.702], [-2.692, 0.988, -1.192], [-2.370, -0.160, -2.122], [-0.992, -0.497, -1.940], [-2.168, 0.674, 0.138], [-3.745, 1.251, -1.087], [-2.277, 1.951, -1.491], [-2.615, 0.062, -3.161], [-2.987, -1.032, -1.904], [-0.569, -0.708, -2.776], [-2.803, 0.931, 0.810]]
}

***

Number 1: calculated total energy -2157.67209 Ha. Number 2: calculated total energy -4931.33825 Ha.